Record 1
C20H35N8O4P3 | ωB97M-V/def2-TZVPD

Output
Calculated total energy: -2546.053728 Ha
SMILES string: CCP(C)[C@@]1([PH2]=N)OC(=O)O[C@H]1[PH2]=O.CC#N.CC#N.CC#N.CC#N.CC#N.CC#N.CC#N
HOMO: -8.7 eV
Kohn-Sham gap: 9.046 eV

Atoms and positions in Å:
1 C -1.797 1.566 2.594
2 C -1.200 1.320 1.203
3 P -0.155 -0.207 1.018
4 C -0.880 -1.395 2.221
5 C -0.764 -1.011 -0.585
6 P -2.597 -1.126 -0.867
7 N -3.171 -1.962 -2.054
8 O -0.264 -0.329 -1.752
9 C 0.031 -1.244 -2.713
10 O 0.310 -0.987 -3.835
11 O -0.097 -2.507 -2.205
12 C -0.139 -2.402 -0.767
13 P 1.646 -2.586 -0.302
14 O 2.529 -1.470 -0.695
15 H -2.221 0.665 3.034
16 H -2.605 2.294 2.525
17 H -1.048 1.950 3.287
18 H -0.505 2.127 0.961
19 H -1.987 1.371 0.454
20 H -0.620 -0.995 3.203
21 H -1.960 -1.530 2.186
22 H -0.391 -2.366 2.126
23 H -2.943 0.226 -0.905
24 H -3.068 -1.510 0.396
25 H -2.496 -2.487 -2.595
26 H -0.740 -3.202 -0.329
27 H 1.915 -3.770 -0.996
28 H 1.626 -2.947 1.057
29 C 2.679 3.566 3.037
30 C 2.019 2.359 3.516
31 N 1.496 1.409 3.889
32 H 3.115 3.380 2.057
33 H 1.964 4.383 2.955
34 H 3.468 3.859 3.727
35 C 4.772 -5.907 -3.173
36 C 3.928 -5.874 -1.986
37 N 3.264 -5.825 -1.054
38 H 4.220 -6.333 -4.008
39 H 5.080 -4.894 -3.428
40 H 5.656 -6.513 -2.982
41 C 2.334 6.780 6.040
42 C 2.625 6.826 4.615
43 N 2.859 6.842 3.492
44 H 2.274 5.744 6.370
45 H 3.150 7.256 6.580
46 H 1.396 7.286 6.261
47 C -5.079 -0.385 -4.131
48 C -5.206 0.349 -2.882
49 N -5.311 0.929 -1.897
50 H -5.614 -1.329 -4.059
51 H -5.502 0.194 -4.950
52 H -4.028 -0.594 -4.312
53 C 6.617 7.109 4.145
54 C 5.973 6.656 5.371
55 N 5.464 6.304 6.336
56 H 6.518 8.189 4.054
57 H 7.673 6.845 4.164
58 H 6.141 6.639 3.287
59 C -6.984 2.326 -7.433
60 C -7.405 1.033 -6.907
61 N -7.733 0.017 -6.491
62 H -6.517 2.196 -8.407
63 H -7.847 2.982 -7.535
64 H -6.268 2.787 -6.754
65 C 0.579 -8.161 -0.565
66 C 0.600 -9.535 -0.081
67 N 0.617 -10.617 0.297
68 H -0.302 -7.648 -0.183
69 H 1.473 -7.631 -0.237
70 H 0.548 -8.151 -1.653

Record 2
C2H2N3S2 | ωB97M-V/def2-TZVPD

Output
Charge: +1
Calculated total energy: -1037.548896 Ha
HOMO (alpha / beta): -13.6 / -13.6 eV
ΔE to the lowest compared entry with this formula, charge and spin: 331.0 kJ/mol
Kohn-Sham gap (alpha / beta): 7.096 / 7.096 eV

Atoms and positions in Å:
1 C -1.315 0.040 0.119
2 C -2.608 0.331 0.379
3 N 1.029 -0.123 -0.358
4 N 3.550 -0.569 -0.426
5 N -0.153 -0.068 -0.014
6 S -4.023 -0.229 -0.123
7 S 2.310 -0.794 0.348
8 H -2.551 1.493 1.355
9 H 3.761 -0.080 -1.279

Record 3
C4H2FLiO4Zn | ωB97M-V/def2-TZVPD

Output
Charge: +2
Calculated total energy: -2340.620585 Ha
HOMO: -17.9 eV
ΔE to the lowest compared entry with this formula, charge and spin: 0.0 kJ/mol
Kohn-Sham gap: 6.813 eV

Atoms and positions in Å:
1 O 1.437 -2.671 -2.388
2 C 1.908 -2.481 -3.430
3 O 2.387 -2.332 -4.475
4 O -0.006 -3.011 4.880
5 C -0.670 -4.118 4.791
6 C 0.492 -2.600 3.570
7 O -0.646 -4.576 3.563
8 C 0.290 -3.834 2.721
9 Li -1.061 -5.407 6.446
10 H 1.544 -2.313 3.666
11 H -0.118 -1.746 3.256
12 F 1.463 -4.601 2.781
13 Zn -0.323 -3.688 0.830